# 1
Computed, not measured: a structure of composition C60H63AsN4O7PSTeV at a distorted geometry, with wB97M-V/def2-TZVPD.

Geometry as XYZ:
```
139
C60H63AsN4O7PSTeV, DFT wB97M-V/def2-TZVPD
H 3.9455 -1.4864 5.0165
H -5.3692 0.7909 -5.0183
C -0.6965 0.5963 2.1998
H -2.0605 3.4549 -4.7991
H 3.0975 2.2306 4.8391
C 4.9141 -4.5760 -0.7162
H -0.6874 2.7189 2.4973
C 5.7842 -2.5148 0.8889
C 0.4561 5.6656 -0.9199
V 0.9368 -0.3731 -0.1308
C 3.0218 -5.1880 4.5480
C -4.2555 2.9084 -0.3751
H -0.0719 2.0626 -2.9148
C -1.9104 -1.1127 -5.9535
C 2.6639 4.3092 0.0706
C 1.7311 6.1724 -1.1328
C -8.1244 1.1334 2.2655
H 2.4740 2.7134 -2.1405
H -8.7481 1.8800 1.7694
H 5.4326 3.0492 4.5981
C -4.0698 0.5153 -3.3374
H 4.1542 -3.0422 6.8966
H -0.9828 2.4837 -1.4989
H -5.2599 -2.7375 1.1468
O 1.6843 -2.0878 -0.7159
H -3.1771 2.7681 -0.2697
H 2.5148 -4.6547 2.5396
H -1.9907 -3.5323 5.2233
H -4.7087 -2.3922 -0.5052
H 2.4162 0.1319 3.7771
H -4.2236 -1.4023 -2.4218
C -2.4038 -0.8873 3.1748
H -5.5903 -0.3529 -2.0841
C 0.2888 4.4648 -0.2477
H -1.7734 1.8320 3.5736
C 3.2021 -2.9518 3.6386
O 1.3245 -0.4357 -3.3048
H -2.0134 -0.6793 -6.9424
As 3.1834 -1.7741 2.0150
C -4.9759 1.7103 0.1993
C -5.1562 -0.6353 0.6494
C 3.4763 -4.7436 5.7824
H 6.4049 -0.3767 2.2850
C 6.0341 1.3507 3.4337
O 2.3011 -0.5457 1.3697
H 3.8330 5.8772 -0.7970
H 3.5821 -5.4350 6.6101
C 5.1304 2.1050 4.1600
H -3.1507 -0.2931 2.6597
C 4.4264 -2.8209 0.8780
H 3.6524 -1.8412 -2.0961
H -6.5469 2.9405 0.9993
H 1.8664 7.0983 -1.6792
H -5.4437 -1.0971 -3.6907
O -0.3710 -1.9797 0.5049
C 6.2585 -4.2373 -0.7166
N -0.0802 -1.3140 3.5654
C -6.1603 1.9272 0.9030
H -7.8921 1.5089 3.2665
C 6.6910 -3.2059 0.1003
H 7.0557 1.6933 3.3102
C -4.6587 -2.0599 0.5344
C -4.4792 1.1476 -4.5058
N 0.0499 0.5298 1.1579
H 4.5567 -5.3855 -1.3407
H 0.3732 -2.9068 4.7714
N -0.1849 -0.2985 -1.5862
C -0.8662 -1.1194 -3.7813
C 3.7992 -3.4046 5.9390
C -2.6341 2.6287 -4.3871
C -0.4389 -2.3404 4.3281
H -6.8668 -1.2384 1.8036
H -0.3722 0.2576 -5.3391
C 5.6425 0.1539 2.8395
C -6.3358 -0.4006 1.3548
C -2.6842 -2.2066 -5.5901
H -8.7094 0.2190 2.3782
H 4.9316 1.4252 -0.8999
O 0.4359 -4.1220 -0.3168
P 2.7574 0.3560 -1.6064
H -3.1104 -3.6459 -4.0591
H -4.2208 2.2123 -7.1543
C -2.5290 -2.7721 -4.3314
H -0.8372 3.6518 -2.8424
H 4.4616 0.0545 0.1229
O 1.5707 -3.0581 1.4983
C 3.8642 -0.8399 -2.4693
H 6.9611 -4.7723 -1.3442
C 2.8335 5.4907 -0.6346
C 2.8895 -4.3036 3.4897
H -3.6155 -2.1445 0.8379
H -4.5616 3.8302 0.1262
N 0.4283 1.5767 0.4063
C -1.7543 -2.7037 4.5686
S 0.7969 -2.8282 0.2206
C 4.0083 -3.8816 0.0713
H -0.7025 4.0570 -0.0929
C 2.8860 1.8551 -2.6742
C -0.9605 2.5990 -2.5795
C -1.0470 -0.6012 2.9850
C -0.9922 -0.5850 -5.0586
H -0.4116 6.2039 -1.2821
C 3.4496 0.4556 3.7002
H 3.5120 3.7846 0.4937
C 4.3421 -0.3281 2.9490
H -3.4046 -2.6163 -6.2899
C -1.6273 -2.2306 -3.4263
C -4.8865 -0.6565 -2.8614
H -3.6154 3.7553 -6.5356
C 3.6724 -2.5209 4.8758
H -3.8000 -2.2205 4.1103
O 1.5867 2.4814 2.1986
H 6.1449 -1.7229 1.5237
C -2.9253 0.9616 -2.6497
C -2.1987 2.0311 -3.2052
C -4.2492 2.8986 -6.3037
H 3.9382 2.0422 -2.8980
C -1.3839 1.8829 2.5577
H -5.2779 3.2505 -6.1955
H -1.4773 -2.6818 -2.4532
H -4.4515 3.0065 -1.4457
C 1.3928 3.7718 0.2373
H 3.6634 1.5989 0.3505
C -6.8589 0.8786 1.4847
H -2.2106 2.0631 1.8610
C 0.1551 -0.5860 -2.8122
C 4.0904 0.9316 -0.4009
C 3.8280 1.6431 4.2977
H 3.6509 -0.8219 -3.5352
Te -2.2951 -0.0254 -0.8255
H 2.3326 1.6984 -3.5964
H 2.9767 -4.1751 0.0376
H 7.7390 -2.9308 0.1212
C -3.7793 2.2152 -5.0449
C -2.7584 -1.9591 3.9656
C -4.4485 0.4150 0.0345
C 1.1787 2.5240 1.0429
H 2.7655 -6.2321 4.4120
H 4.9118 -0.5987 -2.2791
```

E_tot in a.u.: -7257.29356
Net charge: -2
Multiplicity: 3
Relative energy (zero: lowest compared OMol25 entry of this formula, charge and spin) in kJ/mol: 0.00
⟨S²⟩: 2.022
Molar mass in g mol⁻¹: 1268.692

=====

# 2
Computed, not measured: a structure of composition C60H77B4FeN11O32 at a distorted geometry, with wB97M-V/def2-TZVPD.

Geometry as XYZ:
```
185
C60H77B4FeN11O32, DFT wB97M-V/def2-TZVPD
C 8.3757 -1.0931 -0.5254
H -4.1114 -4.6444 1.5626
C -4.5427 -3.0501 0.0696
O -6.0002 1.4652 -7.9539
C -0.2802 2.9097 -4.0971
C 2.1974 5.7875 0.8273
C 5.3855 -1.7879 0.8386
H 8.2534 -3.0519 -4.6285
O -4.3815 0.2697 -4.0184
O -0.9242 -1.7131 5.4995
H 4.1841 3.7469 -0.4606
N -1.3686 -3.6569 -0.8217
H -2.7579 3.9879 -0.7398
C -2.9014 -1.2348 4.3375
C 1.6923 -2.3153 7.6703
H 6.3080 -1.4907 -3.9278
C -1.5807 6.6653 -1.0888
H 3.6947 8.0090 1.2340
O -2.4274 -2.6592 7.2058
C -1.9189 -0.9806 8.7264
C -3.9521 4.9541 -5.6545
H -6.8789 -0.1371 1.8812
H 2.5757 -6.0917 1.3632
C -0.1651 -0.9313 -3.0703
H -4.7297 -3.1118 2.2061
H 3.6604 8.2000 2.9184
H 1.9556 6.2135 2.9518
H 1.3894 6.4222 0.4636
H 2.6907 -5.7613 -1.2633
H 8.7646 -1.4542 -1.4775
O -2.9534 0.3561 -2.2118
O -5.0714 5.5223 -5.5577
C -2.4438 -6.0770 -0.7781
H 0.5654 1.3679 5.1622
H -7.4103 2.0293 3.2216
C 3.0192 7.9150 2.0843
H 4.7158 -3.9465 -3.0370
H 6.7177 -2.7000 2.0485
B -5.5819 0.9398 -4.5138
C -0.1666 -1.0010 -4.5469
O -4.0536 4.4197 -8.0319
H -3.0644 -3.2566 1.7365
C 2.6323 6.4006 2.1180
H 9.1377 -0.5959 0.0747
O -5.8982 1.8492 -3.2947
C -1.2612 2.7766 -0.9627
C -2.2817 -2.4967 8.5319
C 6.1094 -2.5624 -3.9287
H -2.0010 -6.5823 -2.8446
O -3.1949 -1.1160 5.6099
C -3.0523 -1.0106 0.2172
H 7.9203 -3.2353 -2.9498
C 1.4437 -2.8270 1.0948
O 2.1764 -1.3015 6.9618
C -1.0853 2.6286 4.7303
O 4.0829 -1.6869 5.4609
H -2.3465 -7.8909 -1.7820
H -0.4790 -2.5782 -6.0097
H -1.9126 1.9343 4.5832
O 2.1644 -3.1505 5.5607
C -1.8481 -4.7081 -0.7942
C -4.0529 2.0155 2.1947
C -1.4354 3.8349 3.8310
C 1.7536 -3.5221 6.7454
O 5.4795 -0.8490 3.9994
C 4.5122 3.0966 -1.2715
N 0.1746 0.7539 1.9980
C 7.7321 -2.2632 0.2087
O -3.0238 4.7006 -4.7559
H 5.5990 -2.6473 -4.8881
O 1.3371 4.8284 -4.2208
C 4.3833 -1.0529 4.3666
N 2.9143 -1.4229 -2.7546
H 1.0962 2.6853 4.3181
H 7.2304 -4.3981 -4.0320
O -0.8368 -1.8682 3.1442
H 7.3582 -3.0528 -0.4431
C -6.9641 -0.0227 -6.1500
H -0.0014 5.1748 -1.4383
H 3.5516 5.8761 2.3785
H 2.3247 -4.1690 -1.1560
B 2.6252 -1.7813 5.6531
C 3.0583 1.0418 -0.5224
H -5.1625 0.8409 3.5297
H -1.2173 2.9062 5.7760
O 2.9911 0.0503 2.6600
O -1.7190 -0.4448 7.5372
C 2.0921 -5.3220 0.7617
C -7.0258 0.8449 1.4315
H -5.1276 2.5246 3.8812
H 0.1912 -6.3408 -1.5280
O -4.8188 2.4979 -1.4441
H 4.1457 2.9231 -3.4179
C -6.6779 1.9796 2.4159
O -3.6481 -1.1190 3.3764
O -6.6418 -0.0347 -4.8359
H -2.4234 6.7174 -0.3994
H -1.3509 3.6505 2.7600
O 0.3413 1.9933 -3.5404
C 3.8955 3.5129 -2.5360
H 1.0830 -4.2337 2.4177
C -3.4306 4.3391 -6.9868
H -0.2530 -7.7336 -0.5674
H -0.8579 7.4801 -1.0478
H -2.1054 4.1126 -2.3602
O 1.1399 -2.3050 8.7618
H 1.1577 -5.8298 0.5226
N -0.7891 1.7261 -0.7141
H 2.1957 8.6201 1.9707
C 4.3957 1.5706 -0.9225
H -0.8925 4.7398 4.1040
C -4.9822 1.7600 -2.4124
C -5.2598 1.8198 3.0602
H -8.0861 0.8050 1.1816
H 2.8630 -3.8099 2.1612
H -3.9529 -3.5644 -0.6891
H -0.7256 -0.1741 -4.9847
H -3.5278 -6.0149 -0.8737
C 3.0602 -0.6212 3.6932
H 8.5919 -2.7421 0.6772
O 2.0987 -0.9907 4.5482
H -2.3579 -6.5176 0.2152
C 0.2545 1.9928 4.3250
C -4.0740 -3.5599 1.4595
H -1.9100 6.7797 -2.1216
B -1.9034 4.0327 -5.3488
H 4.6125 0.8767 -1.7346
N -0.1674 -0.8804 -1.9136
H -2.5478 -3.6115 -4.9040
C 3.8905 -2.0506 -2.8318
C -1.3682 -1.6100 4.2058
C 7.4634 -3.3379 -3.9341
C -3.9691 0.7139 -2.8607
N -1.9644 -0.5676 0.4142
C 1.8449 4.3674 0.8582
N 1.0521 -1.8358 0.5878
O 1.2916 -4.6005 7.0999
C -0.9408 5.2405 -0.8894
O -1.6144 -0.4710 9.7732
H -6.8353 2.9159 1.8806
O -2.5338 -3.3690 9.3693
Fe 0.0284 -0.0591 0.0146
C 1.9048 -4.0811 1.7180
N 1.9870 0.6184 -0.3235
C -0.3709 -7.2744 -1.5489
H 7.6861 -0.2856 -0.7717
C -4.3812 -1.5394 0.0139
C -1.8294 4.0480 -1.3077
H 5.5916 3.2151 -1.3662
H 5.1028 1.3216 -0.1313
C 5.0625 -2.9213 -2.9070
O -7.7787 -0.7008 -6.7567
H -2.4750 4.1560 3.8962
H 4.2996 4.4891 -2.8039
H -2.1049 -2.6428 -3.4331
C 0.2218 1.2487 3.0555
H -6.5853 0.8587 0.4345
H 3.8164 -4.6345 -0.3793
H 2.8184 3.6697 -2.4771
H 0.8727 -0.8418 -4.8343
H 7.0694 -0.9130 1.7787
C -2.1537 -2.6700 -4.5216
H -0.1065 -3.1375 -4.4264
C 0.2454 4.3345 -4.4946
H -2.7115 -1.7959 -4.8576
H -0.0527 -7.9760 -2.3200
C 2.7853 -4.9460 -0.5460
O -0.7205 4.9056 -5.2468
C -1.8181 -6.9388 -1.8309
H -4.7091 -1.2618 -0.9878
B -2.0379 -1.4636 6.4624
H 2.9784 5.8257 0.0679
N -3.1246 2.1323 1.5428
C -0.6709 -2.3707 -4.9570
O -5.3177 1.6508 -5.8111
N 4.3318 -1.7686 0.4267
N 1.5472 3.2584 0.8792
H -0.6223 5.1937 0.1520
H -5.5911 -3.2484 -0.1532
C 6.7496 -1.8632 1.3508
C -6.0836 1.1164 -6.7783
O -1.4950 2.7876 -4.6011
H -4.9849 -0.9116 0.6692
H 5.4824 -2.8647 -1.9027
O -2.2481 3.7983 -6.7911
```

E_tot in a.u.: -6706.52028
Net charge: -1
Multiplicity: 6
⟨S²⟩: 8.755
Molar mass in g mol⁻¹: 1563.414

=====

# 3
Computed, not measured: a cluster of 9 separate species, C60H84BI2N9O6 in total at a distorted geometry, with wB97M-V/def2-TZVPD.

Geometry as XYZ:
```
162
C60H84BI2N9O6, DFT wB97M-V/def2-TZVPD
H -6.2286 5.8120 -5.4806
C -2.3470 5.6143 8.0377
C 4.6869 -2.1013 1.4643
H -5.8606 -1.6399 8.6850
H 2.0717 2.4611 8.0226
C 4.6651 1.1788 -0.7867
C -0.4640 -2.7195 0.0444
H -5.6659 4.1758 2.4488
C -2.4277 3.2438 2.5399
H 1.0130 -7.5941 -4.2829
N 3.0068 -0.5573 -5.2493
C -2.6951 1.9935 -2.2625
H -4.5107 3.0787 0.2458
H 1.2252 -0.2907 -6.3944
H -2.4983 -2.1108 -0.9879
I -2.3287 4.8327 -0.0304
H 0.8436 5.8084 2.2463
C -5.7477 -1.3965 7.6387
C -4.5553 -1.2387 6.9757
H -4.0401 4.3983 7.6639
H 3.1246 -2.2221 -6.6475
C 2.2769 2.0268 -0.1897
H 4.3045 -0.9376 -3.5970
H -1.7536 2.5652 -1.9740
O -1.7134 4.5313 2.6791
H 1.0863 4.2077 3.2768
H 5.3279 -1.7667 2.3666
C -5.5559 2.6418 -6.0747
C -5.9469 3.8681 -6.5557
N -4.3184 0.4030 -1.2756
C -0.1750 5.7059 4.3341
C 7.2178 -7.5165 -9.8830
O -4.8069 4.5922 2.7045
H 0.2330 -6.2241 1.2327
C -3.5994 1.5011 -1.0409
C 2.2633 -4.5470 -4.1914
C 0.6340 1.2179 1.8075
O 1.5745 -1.4186 0.1684
C -1.5688 4.8923 4.0709
C 1.4094 -6.6206 -4.0335
H -5.4740 4.3546 -3.3152
C 3.8258 2.4813 -0.2744
O -1.1803 2.2229 0.5006
H 0.0264 3.2036 9.2663
H -0.4622 6.8191 4.1860
H 0.1241 5.5989 5.4295
H 1.7104 2.6063 -1.0184
H 4.0770 0.5896 -1.5856
N 3.2613 -3.8026 -8.0735
C 4.9949 -7.2918 -9.8167
H 0.9971 3.3981 1.1350
H 6.0977 0.6117 0.8251
C -5.9661 4.7646 -5.4588
H 3.5510 -4.5519 -7.4644
C 2.0907 -1.0372 -3.2859
O 4.1320 -5.5449 2.1430
C 3.0174 -2.5142 -7.6805
C 1.8370 -5.6181 -4.9391
H 5.5949 1.5848 -1.3297
H -5.4154 1.6943 -6.5726
H -3.6834 2.3487 5.0083
H 2.3524 -4.2698 -2.0943
C 3.2843 -0.8656 -3.9437
H 0.2709 1.6098 2.8391
C 5.5368 -6.1805 -9.2179
C 2.6540 -1.7935 -8.7924
H 2.3905 2.5622 1.9693
H 1.9871 5.7503 3.6814
C 1.5894 -6.1284 -2.7637
H 4.2277 2.9005 0.7089
H -1.5872 4.9090 7.7366
H 4.9824 -5.3581 -8.7981
H 2.5976 -2.8890 3.1108
H 3.9096 3.2343 -1.1476
C 0.2673 -3.9630 0.6759
C -0.3940 0.0788 -0.3527
H -6.6179 -0.6707 4.5263
C -6.1926 -0.8970 5.4925
C 1.5463 2.3819 1.1939
N 6.0248 -8.1020 -10.2137
C -2.3600 2.8311 0.9815
C 1.6493 -0.5220 -5.4291
H 4.2835 0.4213 1.2724
H -5.0335 2.0257 -4.1156
H 3.1846 -4.8594 -9.9270
C -6.7856 -1.1803 6.6985
H -3.5346 -1.3142 7.3196
H -3.5685 -4.6158 -0.8683
H -4.5288 1.4174 3.6611
C -5.5871 4.0546 -4.3463
H -4.8964 0.1726 -0.4515
C 4.0997 -4.2817 2.2383
H -2.3314 1.0339 -2.8003
N -4.8353 -0.9398 5.6689
H 2.6868 -4.4743 4.0234
H 1.3910 -6.5654 -1.7967
B -3.9388 3.5167 3.1074
O 4.7599 -3.5345 1.2318
H 5.9212 -8.9898 -10.6775
C -2.5240 -4.3930 -0.4349
C -4.5037 2.4290 4.2137
H 1.5900 1.2690 5.8703
C -3.5712 7.3591 8.7531
H 1.8321 -5.6732 -6.0181
H -5.5044 6.2734 8.4544
H 1.9761 -1.2909 -2.2418
H -3.2417 2.6181 -3.0506
C 5.0771 0.2528 0.4596
C -1.7827 -5.6266 0.1723
H 2.2395 0.9290 -0.4952
N 1.1369 2.2979 7.6850
C -1.0775 2.2892 7.5480
C -0.0126 2.6828 8.3214
C 6.9458 -6.3230 -9.2604
H 0.1241 0.7013 -1.1635
C -0.7529 0.9693 0.9769
H -4.1984 1.4021 1.0953
H 2.6602 -3.5868 -4.4853
H -3.8617 8.3285 9.1306
C -2.2523 6.9003 8.5111
H -1.3354 7.4496 8.6671
C 1.0545 -0.8195 -4.2274
H -2.1202 2.4514 7.7796
C 3.0494 -3.9153 -9.4225
N -3.6744 5.2822 7.9796
H -1.1120 1.2048 5.5921
H 3.6266 -1.7168 1.6763
H 7.6798 -5.6289 -8.8784
C 3.3418 -3.6807 3.5097
H 3.9682 -7.5759 -9.9927
H -2.2585 -6.6755 0.1906
H -2.3883 5.6192 4.4512
H -6.1922 4.0943 -7.5829
H 1.1860 0.2428 2.0354
H 6.2358 -1.6481 -0.1374
H -4.1497 -0.7761 4.9501
C -0.3670 -5.3811 0.7529
C 2.6738 -2.6820 -9.8962
H -7.8487 -1.2258 6.8838
H -1.8980 2.5301 3.2573
H 8.1546 -7.9991 -10.1174
I -1.9874 -0.2845 2.2137
C 0.8179 1.6556 6.5183
C -4.4274 6.3386 8.4189
H 3.6942 -0.3830 -5.9652
H 4.4995 -1.5812 -0.7681
H 2.4004 -0.7432 -8.8093
C -1.8890 -2.9591 -0.5113
H 2.4385 -2.4456 -10.9235
C 0.3141 -1.3102 -0.0208
H -5.5199 2.7266 4.6402
H -1.4321 -0.1890 -0.7956
C 0.9760 5.3490 3.2803
H 1.3306 -3.8368 1.0959
C -3.7626 2.2109 0.4005
C -0.5512 1.6380 6.4057
H -1.5231 3.9816 4.7880
N 2.1141 -4.8682 -2.8695
H -0.0092 -0.8737 -4.0460
C 5.1648 -1.3144 0.1249
H 4.0186 -3.1289 4.2460
N -5.3346 2.7670 -4.7288
```

E_tot in a.u.: -3900.75770
Relative energy (zero: lowest compared OMol25 entry of this formula, charge and spin) in kJ/mol: 915.92
SMILES: [H]/N=C(/C)C[C@](I)(O[C@](I)(CCCCCCCCOC(C)=O)CC(=O)c1ccccc1)[C@@H](OCCC)B(C)O.c1cc[nH]c1.c1cc[nH]c1.c1cc[nH]c1.c1cc[nH]c1.c1cc[nH]c1.c1cc[nH]c1.c1cc[nH]c1.c1cc[nH]c1
Molar mass in g mol⁻¹: 1292.009